Entry 1:
A single C20H19FN2O5 molecule. Source: the Open Molecules 2025 dataset; level of theory: wB97M-V/def2-TZVPD.

Geometry as XYZ:
```
47
Properties=species:S:1:pos:R:3:forces:R:3
C -4.297534 -3.521570 0.282752 0.0 -0.1 0.1
C -3.562915 -2.277736 -0.104426 0.0 0.1 0.0
C -2.738405 -2.257809 -1.224585 0.0 0.0 0.1
C -2.039815 -1.117643 -1.566182 0.1 0.2 0.0
C -2.159517 0.042836 -0.804193 -0.1 -0.4 0.1
C -2.973599 0.024062 0.326318 0.1 0.1 -0.2
C -3.662494 -1.124548 0.666870 0.0 -0.1 0.0
H -4.285779 -1.128510 1.549299 -0.1 0.0 0.1
H -3.049089 0.889779 0.969120 0.0 0.1 0.1
C -1.345632 1.221747 -1.192487 -0.2 0.1 0.0
O -0.284644 1.104595 -1.795279 0.0 -0.1 -0.3
N -1.847024 2.429669 -0.861011 -0.2 0.1 0.1
H -2.680933 2.484925 -0.300042 0.0 -0.1 -0.1
C -1.089967 3.650672 -1.051087 0.2 0.1 0.1
H -0.580539 3.597324 -2.016463 -0.1 0.0 0.1
H -1.769351 4.502180 -1.029084 0.1 -0.1 0.0
C -0.060353 3.778995 0.081467 -0.2 0.1 -0.5
O -0.209037 4.518377 1.029337 -0.2 0.2 0.3
N 1.000251 2.962410 -0.092070 0.5 -0.2 -0.1
C 1.934467 2.717069 0.973069 0.0 0.1 0.1
C 1.734897 1.365265 1.642089 0.2 0.3 0.1
O 2.480537 0.891113 2.454323 -0.1 0.0 0.1
O 0.625120 0.762422 1.199830 -0.3 0.0 -0.1
C 0.349031 -0.526653 1.727402 -0.1 -0.4 0.5
C 1.477045 -1.550831 1.581533 -0.2 0.3 0.0
O 1.527776 -2.488699 2.339442 -0.1 0.0 0.0
C 2.457515 -1.340242 0.495900 0.5 -0.2 -0.3
C 3.764700 -1.776136 0.720755 -0.3 0.1 -0.1
C 4.743638 -1.584543 -0.232409 0.1 0.0 -0.2
C 4.396166 -0.967024 -1.422435 -0.2 0.0 0.1
C 3.102521 -0.548711 -1.681792 0.2 0.0 -0.1
C 2.130510 -0.734464 -0.716741 0.0 -0.2 0.3
H 1.121484 -0.417922 -0.930302 -0.1 0.1 0.0
H 2.863286 -0.084232 -2.625125 0.0 0.0 -0.1
F 5.344819 -0.771139 -2.357775 -0.1 0.0 0.1
H 5.760782 -1.903212 -0.069020 0.1 0.0 0.0
H 3.995886 -2.249615 1.662100 0.0 0.0 0.1
H 0.108476 -0.454565 2.793900 0.1 -0.1 -0.2
H -0.530073 -0.884689 1.183356 0.1 0.0 0.1
H 2.966439 2.766561 0.612023 -0.1 -0.1 0.1
H 1.792525 3.499482 1.727679 0.1 -0.2 -0.1
H 0.952332 2.280730 -0.844730 -0.1 0.2 0.1
H -1.394336 -1.103444 -2.431629 0.1 0.0 -0.1
H -2.642255 -3.146536 -1.830680 0.0 -0.1 -0.1
H -5.197311 -3.284164 0.844993 -0.1 0.0 0.0
H -3.660627 -4.144123 0.912046 0.0 -0.1 0.0
H -4.568957 -4.101441 -0.596071 -0.1 -0.1 0.0
```
Forces are in eV/Å.

Properties
HOMO energy   -9.377 eV
Lowest unoccupied orbital energy   0.3 eV
Kohn-Sham gap   9.67 eV
ΔE to the lowest compared entry with this formula, charge and spin   0.0 kcal/mol
Maximum force   0.626 eV/A

Entry 2:
A molecular structure, C20H19N2O3Pt at a distorted geometry. Source: the Open Molecules 2025 dataset; level of theory: wB97M-V/def2-TZVPD.

Geometry as XYZ:
```
45
Properties=species:S:1:pos:R:3:forces:R:3
Pt -0.058146 -0.176974 0.150574 -0.3 0.3 -0.1
C -1.028477 3.117554 0.174808 -0.2 0.1 0.1
O -0.084760 2.114460 -0.212803 0.2 0.0 0.0
C 1.173507 2.527880 -0.603983 0.2 -0.2 0.0
C 1.491530 3.854207 -0.838730 -0.1 0.1 0.0
C 2.773701 4.205571 -1.235253 0.0 -0.1 0.0
C 3.749052 3.234200 -1.402793 0.0 0.1 0.0
C 3.441129 1.909785 -1.168690 -0.2 -0.2 0.1
C 2.160308 1.538945 -0.756748 0.5 0.6 -0.2
N 1.830588 0.194602 -0.533056 -0.6 -0.7 0.6
N 2.780244 -0.602934 -0.227076 0.6 0.4 -0.5
C 2.644955 -1.915989 -0.037858 -0.9 -0.2 0.2
C 1.395181 -2.650231 -0.120090 0.4 0.2 -0.2
O 0.268062 -2.103078 -0.407669 -0.1 -0.2 0.4
C 1.416220 -4.061908 0.071331 -0.1 -0.3 -0.1
C 2.565679 -4.721771 0.343836 -0.2 0.1 -0.1
C 3.815730 -4.039110 0.460153 0.1 0.2 0.0
C 4.993384 -4.737383 0.765760 0.1 0.0 0.0
C 6.186150 -4.071142 0.912240 0.0 -0.1 0.0
C 6.229633 -2.683170 0.748677 0.0 0.0 0.0
C 5.091149 -1.980088 0.428055 0.0 0.0 0.0
C 3.860690 -2.640352 0.277998 0.3 -0.1 0.1
H -0.619412 3.749596 0.963166 0.1 0.0 0.0
H -1.899964 2.590215 0.550160 0.0 0.0 0.0
H -1.312978 3.724338 -0.684270 0.0 0.0 0.0
H 0.750019 4.630439 -0.723211 0.0 0.0 0.0
H 2.999137 5.246958 -1.418356 0.0 0.0 0.0
H 4.745116 3.511367 -1.718974 0.0 0.0 0.0
H 4.174524 1.128921 -1.310743 0.0 0.0 0.0
H 0.470622 -4.579174 -0.028472 0.0 0.0 0.0
H 2.547284 -5.796037 0.482731 0.0 0.0 0.0
H 4.951269 -5.812927 0.886101 0.0 0.0 0.0
H 7.088488 -4.617396 1.150897 0.0 0.0 0.0
H 7.167313 -2.158813 0.875120 0.0 0.0 0.0
H 5.133365 -0.909504 0.292355 0.0 0.0 0.0
C -1.755868 -1.966983 2.288128 0.1 0.1 -0.2
C -1.169621 -0.734369 2.899522 -0.2 0.0 0.1
C -0.948437 -0.713308 4.376036 0.0 0.1 0.1
O -0.857445 0.247043 2.221089 0.2 -0.2 -0.2
H -2.573346 -2.359301 2.890919 0.0 0.0 0.1
H -0.978077 -2.735760 2.243521 0.0 0.0 0.1
H -2.098152 -1.767709 1.271683 0.0 0.0 0.0
H -1.372562 -1.585321 4.865147 0.0 0.0 0.0
H -1.370704 0.194783 4.807846 0.0 0.0 -0.1
H 0.127918 -0.682530 4.559722 0.0 0.0 0.0
```
Forces are in eV/Å.

Properties
HOMO energy (spin up / spin down)   -10.786 / -10.923 eV
Charge   +1
Spin multiplicity   3
Lowest unoccupied orbital energy (spin up / spin down)   -4.0 / -5.2 eV
Kohn-Sham gap (spin up / spin down)   6.79 / 5.75 eV
ΔE to the lowest compared entry with this formula, charge and spin   15.8 kcal/mol
Maximum force   1.092 eV/A

Q: Which value of maximum force does entry 2 give?
A: 1.092 eV/A

Q: Look up the maximum force of the second one.
A: 1.092 eV/A

Q: What is the maximum force in the first record?
A: 0.626 eV/A

Q: What is the formula in the second record?
A: C20H19N2O3Pt